The following is a quantum chemistry calculation of a gas-phase ion, C2H6Cl2NS (charge +1), from the OMol25 dataset.

XYZ file:
```
12
C2H6Cl2NS (ωB97M-V/def2-TZVPD)
N 0.691 0.822 0.207
C -0.104 -0.384 0.019
C -1.836 0.071 -0.031
S -2.549 -1.318 0.847
Cl -2.160 0.286 -1.726
Cl -1.991 1.655 0.909
H 0.283 1.488 0.995
H 0.836 1.401 -0.658
H 1.653 0.667 0.635
H 0.009 -1.043 -0.825
H 0.038 -0.913 1.000
H -3.495 -1.436 -0.016
```

The value obtained for the HOMO energy is -13.81 eV. The value obtained for the energy above the lowest of the compared OMol25 structures with the same formula, charge and spin is 0.16 kJ/mol. As for the HOMO-LUMO gap: 9.925 eV. The value obtained for the total energy is -39533.327 eV. Its total charge is +1. As for the SMILES: [NH3+]CC(S)(Cl)Cl.

=====

The following is a quantum chemistry calculation of 15 unconnected molecules or ions with the total composition C4H38N2O15, from the OMol25 dataset.

XYZ file:
```
59
C4H38N2O15 (ωB97M-V/def2-TZVPD)
N 1.171 1.537 2.022
C 0.552 1.078 0.736
C -0.921 1.305 0.822
C -1.846 1.239 -0.375
O -1.407 0.932 -1.554
C 1.203 2.023 -0.449
N 2.047 0.975 -1.134
H 0.990 0.859 2.761
H 2.156 1.788 2.011
H 0.738 0.025 0.536
H -1.094 2.286 1.289
H -1.284 0.513 1.649
H -2.916 1.456 -0.305
H 0.486 2.422 -1.200
H 1.992 2.800 -0.201
H 1.531 0.337 -1.723
H 2.840 1.412 -1.593
H 1.394 -2.323 4.483
H 1.476 -1.569 3.097
O 1.251 -1.488 4.032
H -0.859 2.501 3.722
H 0.483 3.250 4.005
O -0.372 3.017 4.373
H 3.250 -3.113 -0.213
H 3.270 -1.719 -0.014
O 3.386 -2.512 0.533
H -2.745 -1.734 1.739
H -3.529 -0.449 2.215
O -3.356 -1.047 1.484
H 2.278 3.162 -1.933
H 2.533 2.889 -3.453
O 2.489 3.577 -2.782
H -0.303 -1.786 -3.040
H -0.368 -0.158 -2.533
O 0.161 -0.944 -2.745
H -2.009 -3.487 -3.199
H -2.049 -2.404 -4.190
O -1.419 -2.826 -3.584
H 1.082 1.245 -4.280
H 1.169 -0.265 -4.516
O 1.028 0.569 -4.978
H 0.351 3.735 1.026
H 1.537 4.431 1.361
O 0.666 4.285 1.756
H 0.464 -3.522 2.421
H -0.597 -3.167 1.432
O -0.495 -3.432 2.363
H -1.286 -1.541 0.291
H -0.962 -1.822 -1.172
O -0.556 -1.809 -0.284
H 0.975 -3.216 -1.217
H 1.557 -1.936 -1.794
O 1.813 -2.833 -1.512
H -1.194 -1.499 4.385
H -1.218 -2.143 3.069
O -1.643 -1.365 3.535
H -4.045 -0.355 -1.295
H -3.340 0.444 -2.365
O -3.975 -0.299 -2.257
```

The value obtained for the HOMO energy (alpha / beta) is -1.17 / -4.91 eV. The value obtained for the energy above the lowest of the compared OMol25 structures with the same formula, charge and spin is 142.23 kJ/mol. As for the HOMO-LUMO gap (alpha / beta): 3.290 / 7.027 eV. The value obtained for the total energy is -38456.183 eV. Its total charge is -1. As for the multiplicity: 2. Its expectation value of S² is 0.7539.

=====

The following is a quantum chemistry calculation of a single C2H4OS molecule, from the OMol25 dataset.

XYZ file:
```
8
C2H4OS (ωB97M-V/def2-TZVPD)
C 0.886 0.060 -0.325
C -0.504 -0.061 0.356
O -1.357 -0.989 -0.177
S -2.133 0.495 -0.008
H 0.769 -0.105 -1.332
H 1.664 -0.533 0.130
H 1.196 1.151 -0.120
H -0.520 -0.018 1.476
```

The value obtained for the HOMO energy is -8.82 eV. The value obtained for the energy above the lowest of the compared OMol25 structures with the same formula, charge and spin is 210.19 kJ/mol. As for the HOMO-LUMO gap: 9.238 eV. The value obtained for the total energy is -15019.287 eV. As for the SMILES: C[C@@H]1OS1.

=====

The following is a quantum chemistry calculation of a single C4H12N2O molecule, from the OMol25 dataset.

XYZ file:
```
19
C4H12N2O (ωB97M-V/def2-TZVPD)
N 1.761 0.534 -1.811
C 1.874 0.389 -0.356
C 0.598 0.835 0.328
C -0.523 -0.215 0.159
N -0.190 -1.533 0.764
C -1.814 0.251 0.777
O -2.858 -0.692 0.325
H 2.134 1.324 -2.300
H 1.867 -0.338 -2.302
H 1.952 -0.652 0.011
H 2.839 0.809 -0.060
H 0.781 1.021 1.385
H 0.248 1.768 -0.118
H -0.669 -0.509 -0.894
H 0.579 -1.958 0.270
H -1.052 -2.056 0.637
H -2.148 1.233 0.476
H -1.766 0.167 1.890
H -3.615 -0.377 0.819
```

The value obtained for the HOMO energy is -8.88 eV. The value obtained for the energy above the lowest of the compared OMol25 structures with the same formula, charge and spin is 163.53 kJ/mol. As for the HOMO-LUMO gap: 9.928 eV. The value obtained for the total energy is -9369.499 eV. As for the SMILES: NCC[C@@H](N)CO.

=====

The following is a quantum chemistry calculation of a molecular structure, C6H8O2, from the OMol25 dataset.

XYZ file:
```
16
C6H8O2 (ωB97M-V/def2-TZVPD)
C -0.386 0.117 0.305
C 0.514 -0.001 1.523
C -1.154 -1.151 -0.011
C 0.658 0.665 -1.073
C 1.452 -0.347 -1.462
C 0.835 1.327 -2.190
O -1.261 1.195 0.309
O 2.059 -1.356 -1.376
H -1.179 1.735 1.104
H 0.341 2.269 -2.389
H 1.241 -0.800 1.389
H -1.771 -1.013 -0.898
H -0.092 -0.196 2.412
H 1.044 0.936 1.701
H -1.820 -1.392 0.822
H -0.479 -1.989 -0.168
```

The value obtained for the HOMO energy is -7.94 eV. The value obtained for the energy above the lowest of the compared OMol25 structures with the same formula, charge and spin is 485.52 kJ/mol. As for the HOMO-LUMO gap: 8.559 eV. The value obtained for the total energy is -10441.694 eV.

=====

The following is a quantum chemistry calculation of 2 unconnected molecules or ions with the total composition C9H14, from the OMol25 dataset.

XYZ file:
```
23
C9H14 (ωB97M-V/def2-TZVPD)
C 0.317 2.343 3.536
C 0.140 1.549 2.271
C 0.689 1.931 1.063
C 0.561 1.124 -0.068
C -0.170 -0.051 0.011
C -0.821 -0.378 1.201
C -0.650 0.385 2.332
H -0.644 2.626 3.967
H 0.886 3.258 3.374
H 0.873 1.771 4.286
H 1.372 2.774 1.056
H 0.817 1.511 -1.044
H -0.296 -0.681 -0.858
H -1.413 -1.290 1.163
H -1.165 0.208 3.272
C 0.155 -2.770 -2.814
C -0.341 -1.540 -3.575
H -0.424 -3.635 -3.132
H 1.192 -2.957 -3.094
H 0.190 -2.663 -1.732
H 0.105 -0.631 -3.152
H 0.035 -1.547 -4.594
H -1.409 -1.337 -3.466
```

The value obtained for the HOMO energy is -9.02 eV. The value obtained for the energy above the lowest of the compared OMol25 structures with the same formula, charge and spin is 35.47 kJ/mol. As for the HOMO-LUMO gap: 10.059 eV. The value obtained for the total energy is -9559.814 eV. As for the SMILES: Cc1ccccc1.CC.